26
Properties=species:S:1:pos:R:3:mulliken_charge:R:1 method="wB97M-V/def2-TZVPD" energy_ev=-66379.5584 total_charge=-1 homo_lumo_gap_ev=4.7
Cu -0.305 0.009 0.229 0.20
O 0.971 0.506 -1.046 -0.65
O -1.766 1.122 -0.207 -0.47
O -0.238 3.496 -0.333 -0.71
O -1.783 -2.341 -2.344 -0.70
O -1.734 -1.290 1.243 -0.57
O 0.132 -1.438 -0.759 -0.79
O 1.376 -1.053 -2.638 -0.85
O 2.165 -1.665 1.362 -0.79
O 0.387 0.475 2.043 -0.44
O 2.764 1.002 0.682 -0.77
C 0.884 -0.654 -1.499 0.86
H -1.128 -1.994 -1.655 0.38
H -2.337 -1.127 0.494 0.35
H -0.622 2.657 -0.232 0.36
H 1.381 -1.706 0.852 0.35
H 2.495 -0.793 1.117 0.42
H 0.566 3.320 -0.899 0.35
H -2.143 0.853 -1.045 0.31
H -0.318 0.949 2.567 0.26
H -1.430 -2.177 0.971 0.33
H 2.121 0.771 0.026 0.51
H -1.738 -1.706 -3.078 0.29
H 2.378 1.653 1.229 0.25
H -2.530 1.421 0.256 0.23
H 0.450 -0.300 2.673 0.29


20
Properties=species:S:1:pos:R:3:mulliken_charge:R:1 method="wB97M-V/def2-TZVPD" energy_ev=-10941.0172 total_charge=0 multiplicity=2 homo_lumo_gap_ev="3.5 / 11.6" s2=0.75
O 1.375 1.492 1.951 -0.63
O 0.409 0.334 -1.965 -0.81
O 1.592 -0.814 0.653 -0.67
O 1.000 -2.539 -1.759 -0.74
N -1.440 0.029 -0.043 -1.10
C -2.393 1.124 0.344 -1.58
H -2.464 1.168 1.425 0.75
H 1.291 -3.436 -1.987 0.35
H 1.475 0.148 0.872 0.47
H -3.298 1.052 -0.257 0.43
H -0.777 -0.135 0.736 0.53
H -1.914 2.061 0.016 0.28
H 2.170 -1.053 1.393 0.22
H 1.246 0.429 -1.487 0.34
H 1.422 1.152 2.861 0.27
H -0.948 0.358 -0.938 0.23
H 0.403 -0.570 -2.317 0.43
H -1.878 -0.750 -0.542 0.68
H 1.260 -2.502 -0.823 0.28
H 1.469 2.450 1.864 0.28


20
Properties=species:S:1:pos:R:3:mulliken_charge:R:1 method="wB97M-V/def2-TZVPD" energy_ev=-10940.5925 total_charge=0 multiplicity=2 homo_lumo_gap_ev="3.2 / 11.9" s2=0.75
O 2.898 1.018 -0.013 -0.90
O -0.099 2.061 -0.691 -0.71
O -0.172 -1.034 2.076 -0.85
O -1.958 0.813 1.569 -0.74
N -0.674 -0.931 -0.592 -0.57
C -0.073 -1.706 -1.613 -1.46
H -0.336 -1.266 0.420 0.43
H -0.268 2.463 -1.585 0.35
H 3.295 1.647 -0.667 0.40
H -0.519 -0.153 2.215 0.45
H 3.666 0.628 0.564 0.37
H 0.835 2.296 -0.440 0.25
H -0.169 -1.405 -2.704 0.51
H -1.484 1.561 1.228 0.34
H -2.754 1.201 1.953 0.27
H 1.034 -1.904 -1.259 0.33
H -0.269 0.035 -0.692 -0.01
H -1.718 -0.922 -0.723 0.70
H -0.337 -2.826 -1.497 0.46
H -0.897 -1.577 2.452 0.35


20
Properties=species:S:1:pos:R:3:mulliken_charge:R:1 method="wB97M-V/def2-TZVPD" energy_ev=-10938.1026 total_charge=+1 homo_lumo_gap_ev=10.8
O -0.423 1.468 -0.774 -0.75
O 1.409 4.407 1.708 -0.65
O -1.731 -5.328 -1.508 -0.65
O -2.525 1.657 0.871 -0.66
N 1.574 -0.401 -0.535 -0.15
C 1.113 -1.601 0.207 -0.77
H 2.408 -0.032 -0.086 0.41
H -1.105 1.493 -0.055 0.40
H -2.491 1.640 1.827 0.32
H -3.356 2.142 0.736 0.31
H 1.926 -2.066 0.795 0.34
H -2.313 -5.140 -2.238 0.32
H -1.268 -6.152 -1.716 0.33
H 1.760 -0.586 -1.513 0.39
H 1.018 -2.464 -0.456 0.33
H 0.234 -1.427 0.811 0.26
H -0.631 2.236 -1.328 0.31
H 1.584 4.788 2.587 0.33
H 0.861 0.362 -0.493 0.24
H 1.956 5.001 1.161 0.33


20
Properties=species:S:1:pos:R:3:mulliken_charge:R:1 method="wB97M-V/def2-TZVPD" energy_ev=-11500.6040 total_charge=0 homo_lumo_gap_ev=11.3
O 0.339 2.444 1.673 -0.59
O 2.233 -5.976 -0.564 -0.63
O 1.640 0.049 0.408 -0.66
O 2.216 -0.807 -3.827 -0.66
O -4.421 4.188 0.874 -0.63
C -1.930 -0.163 1.184 -0.52
H -1.413 -0.938 0.554 0.23
H -5.199 4.720 0.960 0.31
H -4.159 4.024 1.827 0.32
H 2.351 -5.096 -0.919 0.31
H -0.414 2.475 2.220 0.26
H 1.635 -6.315 -1.219 0.32
H 0.843 0.692 0.477 0.34
H 1.772 -1.196 -2.984 0.33
H 0.878 3.175 2.038 0.28
H -1.337 0.722 1.240 -0.16
H -1.966 -0.569 2.244 0.25
H 3.168 -0.678 -3.409 0.33
H -2.994 -0.004 0.908 0.27
H 2.362 0.785 0.434 0.31


21
Properties=species:S:1:pos:R:3:mulliken_charge:R:1 method="wB97M-V/def2-TZVPD" energy_ev=-22336.3642 total_charge=0 homo_lumo_gap_ev=9.2
S -2.929 0.058 0.169 -0.16
O -4.762 0.498 3.241 -0.61
O 2.460 -2.804 -2.373 -0.64
O 0.722 0.531 -0.899 -0.61
O 6.671 2.484 -0.794 -0.64
O 1.772 0.687 2.077 -0.64
C -2.943 -0.858 -1.395 -0.80
H 5.707 2.509 -0.819 0.32
H 6.893 2.891 0.046 0.32
H 1.136 -0.099 -0.301 0.33
H 1.853 -0.163 2.518 0.32
H 1.905 -3.559 -2.167 0.31
H -5.502 0.118 3.718 0.30
H -3.938 0.835 -0.223 0.11
H 0.868 1.393 -0.505 0.29
H 1.950 -2.284 -3.012 0.32
H -2.938 -0.166 -2.230 0.27
H -2.112 -1.553 -1.493 0.25
H -3.822 -1.492 -1.457 0.34
H 1.057 1.109 2.573 0.32
H -4.049 -0.136 3.327 0.31


Largest force on an atom per entry: 7.131; 2.647; 5.978; 2.423; 4.416; 0.542 eV Å⁻¹
ΔE to the lowest compared entry with this formula, charge and spin per entry: 0.00; 7.72; 17.51; 28.89; 41.37; 23.21 kcal per mole